# 1
Computed, not measured: 2 unconnected molecules or ions with the total composition C56H63F5N5O2 in a non-equilibrium geometry, with ωB97M-V/def2-TZVPD.

Values from the calculation:
HOMO: -8.48 eV
ΔE to the lowest compared entry with this formula, charge and spin: 7.7 kcal/mol
LUMO level: -0.16625 Ha

ORCA input file:
```
! RIJCOSX wB97M-V def2-TZVPD def2/J DEFGRID3
* xyz 1 1
C 5.62 2.40 -0.10
O 4.91 1.19 0.26
C 3.68 0.97 -0.27
C 2.80 2.01 -0.62
C 1.49 1.70 -0.96
C 1.04 0.36 -1.06
C -0.31 0.07 -1.47
N -0.66 -1.06 -2.19
C 0.18 -2.01 -2.86
C -0.04 -3.37 -2.62
C -1.18 -3.87 -1.73
C -0.66 -4.42 -0.41
C -2.09 -4.85 -2.48
C 0.84 -4.29 -3.19
C 1.88 -3.86 -4.01
C 2.04 -2.50 -4.30
C 1.15 -1.56 -3.78
C 1.14 -0.14 -4.33
C 0.50 -0.12 -5.72
C 2.53 0.49 -4.36
N -2.01 -1.12 -2.38
N -2.49 0.03 -1.84
C -3.91 0.25 -1.89
C -4.74 -0.43 -0.98
C -4.14 -1.37 0.07
C -5.03 -2.58 0.34
C -3.81 -0.62 1.36
C -6.13 -0.26 -1.08
C -6.67 0.54 -2.08
C -5.84 1.19 -2.99
C -4.46 1.01 -2.94
C -3.61 1.54 -4.09
C -3.65 3.06 -4.19
C -4.03 0.89 -5.41
C -1.48 0.77 -1.17
C -1.69 1.82 -0.31
C 1.97 -0.67 -0.75
C 3.26 -0.38 -0.38
H 6.66 2.18 0.16
H 5.52 2.61 -1.17
H 5.24 3.24 0.49
H 3.13 3.06 -0.59
H 0.78 2.50 -1.18
H -1.80 -3.01 -1.50
H -0.08 -3.65 0.12
H -1.50 -4.72 0.24
H -0.01 -5.29 -0.57
H -2.51 -4.34 -3.36
H -1.53 -5.73 -2.82
H -2.92 -5.16 -1.84
H 0.70 -5.35 -2.98
H 2.57 -4.58 -4.45
H 2.85 -2.16 -4.96
H 0.52 0.47 -3.67
H -0.52 -0.50 -5.67
H 0.48 0.90 -6.13
H 1.07 -0.76 -6.41
H 2.97 0.52 -3.36
H 3.20 -0.07 -5.02
H 2.46 1.52 -4.73
H -3.20 -1.74 -0.36
H -5.32 -3.07 -0.59
H -4.49 -3.31 0.96
H -5.94 -2.28 0.88
H -3.15 0.23 1.15
H -4.72 -0.24 1.83
H -3.30 -1.29 2.06
H -6.78 -0.77 -0.37
H -7.76 0.65 -2.16
H -6.26 1.81 -3.78
H -2.57 1.25 -3.87
H -3.27 3.51 -3.26
H -3.04 3.41 -5.02
H -4.68 3.41 -4.34
H -3.99 -0.20 -5.33
H -5.06 1.18 -5.66
H -3.37 1.20 -6.23
H -2.70 2.21 -0.21
H -0.81 2.31 0.09
H 1.65 -1.72 -0.81
H 3.99 -1.17 -0.16
C 0.61 -2.77 4.75
N 1.25 -1.54 4.34
C 2.55 -1.29 4.67
O 3.29 -2.07 5.26
C 2.88 0.13 4.18
C 4.11 0.25 3.29
C 5.26 -0.57 3.76
C 5.58 -1.78 3.14
F 4.81 -2.20 2.10
C 6.58 -2.62 3.62
F 6.80 -3.82 3.04
C 7.32 -2.23 4.73
F 8.27 -3.04 5.23
C 7.05 -1.00 5.35
F 7.77 -0.63 6.43
C 6.03 -0.20 4.86
F 5.72 0.95 5.53
N 1.63 0.52 3.53
C 1.54 1.69 2.87
C 0.34 2.26 2.46
C 0.31 3.47 1.78
C -0.75 4.45 1.86
C -0.41 5.83 1.86
C -1.39 6.80 2.11
C -2.73 6.41 2.27
C -3.08 5.06 2.21
C -2.10 4.08 2.04
C 0.52 -0.43 3.71
C -0.11 -0.86 2.38
C -0.58 0.07 4.68
H 1.39 -3.47 5.06
H -0.07 -2.60 5.59
H 0.05 -3.20 3.92
H 3.05 0.76 5.08
H 3.85 -0.05 2.26
H 4.39 1.31 3.27
H 2.48 2.25 2.75
H -0.60 1.76 2.70
H 1.27 3.81 1.37
H 0.63 6.10 1.71
H -1.10 7.85 2.17
H -3.49 7.17 2.45
H -4.13 4.77 2.29
H -2.37 3.02 2.01
H 0.62 -1.42 1.78
H -0.99 -1.48 2.57
H -0.42 0.02 1.80
H -0.30 -0.15 5.71
H -0.75 1.15 4.58
H -1.51 -0.45 4.44
*
```

These are the Löwdin partial charges, in e, on atoms 1 to 99:
1. C -0.048
2. O -0.118
3. C -0.290
4. C -0.023
5. C -0.032
6. C -0.158
7. C -0.132
8. N 0.027
9. C -0.103
10. C -0.124
11. C -0.392
12. C -0.052
13. C -0.050
14. C -0.021
15. C -0.044
16. C -0.018
17. C -0.124
18. C -0.373
19. C -0.048
20. C -0.053
21. N 0.176
22. N -0.010
23. C -0.089
24. C -0.116
25. C -0.369
26. C -0.068
27. C -0.057
28. C -0.024
29. C -0.046
30. C -0.029
31. C -0.120
32. C -0.379
33. C -0.061
34. C -0.060
35. C -0.242
36. C -0.014
37. C -0.016
38. C 0.002
39. H 0.097
40. H 0.103
41. H 0.088
42. H 0.114
43. H 0.116
44. H 0.082
45. H 0.066
46. H 0.080
47. H 0.084
48. H 0.089
49. H 0.077
50. H 0.082
51. H 0.120
52. H 0.113
53. H 0.117
54. H 0.115
55. H 0.081
56. H 0.085
57. H 0.087
58. H 0.068
59. H 0.077
60. H 0.089
61. H 0.109
62. H 0.091
63. H 0.079
64. H 0.076
65. H 0.049
66. H 0.091
67. H 0.067
68. H 0.112
69. H 0.112
70. H 0.116
71. H 0.118
72. H 0.079
73. H 0.083
74. H 0.079
75. H 0.086
76. H 0.080
77. H 0.081
78. H 0.047
79. H -0.009
80. H 0.118
81. H 0.123
82. C 0.001
83. N -0.034
84. C -0.345
85. O 0.101
86. C -0.128
87. C -0.054
88. C -0.086
89. C -0.134
90. F 0.091
91. C -0.111
92. F 0.122
93. C -0.103
94. F 0.130
95. C -0.108
96. F 0.120
97. C -0.132
98. F 0.099
99. N 0.062

---

# 2
Computed, not measured: 2 unconnected molecules or ions with the total composition C4H13N3O2 in a non-equilibrium geometry, with ωB97M-V/def2-TZVPD.

Values from the calculation:
HOMO: -7.56 eV
ΔE to the lowest compared entry with this formula, charge and spin: 58.7 kcal/mol
LUMO level: 0.02100 Ha

ORCA input file:
```
! RIJCOSX wB97M-V def2-TZVPD def2/J DEFGRID3
* xyz 0 1
C 1.55 0.85 0.14
C 0.51 1.77 0.74
C 1.79 -0.42 0.95
O 1.08 0.50 -1.25
H -0.05 0.44 -1.38
H 2.48 1.38 -0.03
H -0.42 1.23 0.95
H 2.58 -1.03 0.50
H 0.90 2.18 1.67
H 0.29 2.59 0.06
H 2.12 -0.14 1.95
H 0.88 -1.01 1.03
N -1.22 -0.77 -1.26
C -1.62 -1.05 -0.02
N -1.60 0.62 -1.57
N -1.17 -2.30 0.47
O -2.29 -0.28 0.71
H 1.31 -0.42 -1.45
H -2.27 0.88 -0.74
H -2.08 0.59 -2.46
H -1.75 -2.62 1.23
H -1.02 -2.98 -0.25
*
```

Here is what Löwdin gives for the atomic charges, in e:
1. C -0.353
2. C -0.038
3. C -0.038
4. O 0.022
5. H 0.134
6. H 0.139
7. H 0.070
8. H 0.087
9. H 0.093
10. H 0.091
11. H 0.094
12. H 0.065
13. N -0.095
14. C -0.718
15. N -0.046
16. N 0.098
17. O -0.088
18. H 0.138
19. H 0.105
20. H 0.077
21. H 0.084
22. H 0.078

---

# 3
Computed, not measured: a molecular structure, C49H51AsGeN6ORuS2 in a non-equilibrium geometry, with ωB97M-V/def2-TZVPD.

Values from the calculation:
HOMO (spin up / spin down): -11.97 / -12.38 eV
⟨S²⟩: 6.03
ΔE to the lowest compared entry with this formula, charge and spin: 0.0 kcal/mol
LUMO level (spin up / spin down): -0.20224 / -0.24261 Ha

ORCA input file:
```
! RIJCOSX wB97M-V def2-TZVPD def2/J DEFGRID3
* xyz 2 5
Ru -0.48 -0.43 -0.22
C -0.75 5.71 0.97
C -1.75 5.01 0.07
N -1.15 3.94 -0.70
C -1.09 2.67 -0.28
S -0.15 1.58 -1.34
N -1.69 2.31 0.81
N -1.58 1.00 1.10
C -2.17 0.49 2.13
C -3.01 1.26 3.10
C -1.96 -0.96 2.32
C -2.43 -1.63 3.46
C -2.17 -2.98 3.60
C -1.41 -3.63 2.63
C -0.98 -2.91 1.53
N -1.28 -1.63 1.36
H -1.24 6.49 1.54
H 0.05 6.16 0.39
H -0.31 5.00 1.67
H -2.20 5.70 -0.64
H -2.56 4.56 0.65
H -0.56 4.19 -1.48
H -3.05 2.30 2.81
H -2.58 1.19 4.10
H -4.02 0.85 3.14
H -2.98 -1.09 4.21
H -2.53 -3.51 4.47
H -1.17 -4.68 2.72
H -0.38 -3.37 0.76
C -1.36 -3.68 -1.81
Ge -1.57 -1.75 -2.08
C -1.17 -1.40 -3.96
C -1.79 -2.25 -4.87
C -1.56 -2.13 -6.23
C -0.69 -1.16 -6.71
C -0.06 -0.31 -5.81
C -0.30 -0.43 -4.45
C -3.37 -1.20 -1.51
C -4.07 -2.11 -0.75
C -5.40 -1.88 -0.36
C -6.02 -0.71 -0.73
C -5.34 0.26 -1.50
C -5.97 1.46 -1.87
C -5.31 2.40 -2.62
C -3.99 2.17 -3.02
C -3.35 1.01 -2.67
C -4.00 0.02 -1.89
H -1.99 -4.16 -2.54
H -1.66 -4.03 -0.83
H -0.32 -3.96 -1.99
H -2.49 -3.00 -4.53
H -2.06 -2.79 -6.92
H -0.50 -1.07 -7.77
H 0.59 0.47 -6.18
H 0.18 0.27 -3.77
H -3.61 -3.04 -0.43
H -5.93 -2.62 0.22
H -7.04 -0.52 -0.44
H -7.00 1.62 -1.57
H -5.81 3.32 -2.91
H -3.48 2.90 -3.62
H -2.33 0.84 -3.01
O 1.06 0.03 1.27
As 2.18 0.03 2.49
C 2.81 -1.72 2.93
C 1.99 -2.57 3.66
C 2.41 -3.87 3.93
C 3.63 -4.31 3.46
C 4.44 -3.47 2.71
C 4.04 -2.17 2.45
C 1.34 0.83 4.01
C 1.49 0.36 5.30
C 0.83 0.99 6.34
C 0.05 2.11 6.09
C -0.09 2.59 4.80
C 0.55 1.95 3.75
C 3.64 1.13 1.90
C 4.81 1.23 2.63
C 5.82 2.07 2.18
C 5.65 2.79 1.01
C 4.47 2.69 0.29
C 3.46 1.85 0.72
H 1.03 -2.22 4.02
H 1.78 -4.53 4.51
H 3.96 -5.32 3.67
H 5.40 -3.82 2.35
H 4.67 -1.51 1.86
H 2.12 -0.50 5.51
H 0.95 0.63 7.35
H -0.46 2.61 6.91
H -0.70 3.47 4.61
H 0.44 2.32 2.74
H 4.94 0.68 3.55
H 6.73 2.16 2.75
H 6.44 3.44 0.67
H 4.35 3.27 -0.61
H 2.53 1.77 0.18
S 1.65 -1.78 -1.19
C 2.38 -1.21 -2.64
N 2.73 -2.08 -3.58
C 3.36 -1.69 -4.83
C 4.17 -0.43 -4.61
C 3.28 0.64 -3.98
N 2.64 0.08 -2.80
H 2.49 -3.04 -3.41
H 2.59 -1.54 -5.59
H 4.00 -2.52 -5.16
H 4.57 -0.06 -5.56
H 5.01 -0.64 -3.95
H 2.51 0.97 -4.68
H 3.86 1.50 -3.67
H 2.36 0.69 -2.04
*
```

These are the Löwdin partial charges, in e, on atoms 1 to 99:
1. Ru 0.963
2. C -0.071
3. C -0.227
4. N -0.008
5. C -0.703
6. S 0.653
7. N 0.037
8. N -0.083
9. C -0.250
10. C -0.005
11. C -0.188
12. C 0.024
13. C -0.013
14. C -0.023
15. C -0.130
16. N -0.027
17. H 0.081
18. H 0.077
19. H 0.062
20. H 0.123
21. H 0.110
22. H 0.123
23. H 0.078
24. H 0.083
25. H 0.100
26. H 0.120
27. H 0.126
28. H 0.122
29. H 0.102
30. C -0.226
31. Ge 0.870
32. C -0.311
33. C -0.098
34. C -0.059
35. C -0.064
36. C -0.087
37. C -0.147
38. C -0.259
39. C -0.115
40. C -0.060
41. C -0.004
42. C -0.159
43. C -0.017
44. C -0.059
45. C -0.059
46. C -0.069
47. C -0.183
48. H 0.034
49. H -0.001
50. H 0.009
51. H 0.102
52. H 0.115
53. H 0.114
54. H 0.104
55. H 0.042
56. H 0.087
57. H 0.111
58. H 0.123
59. H 0.119
60. H 0.111
61. H 0.110
62. H 0.048
63. O -0.636
64. As 1.231
65. C -0.302
66. C -0.117
67. C -0.064
68. C -0.054
69. C -0.055
70. C -0.085
71. C -0.290
72. C -0.089
73. C -0.059
74. C -0.058
75. C -0.075
76. C -0.102
77. C -0.301
78. C -0.090
79. C -0.057
80. C -0.058
81. C -0.069
82. C -0.096
83. H 0.098
84. H 0.112
85. H 0.115
86. H 0.115
87. H 0.107
88. H 0.104
89. H 0.114
90. H 0.115
91. H 0.113
92. H 0.094
93. H 0.115
94. H 0.115
95. H 0.114
96. H 0.107
97. H 0.063
98. S 0.639
99. C -0.787

---

# 4
Computed, not measured: C5H9NO in the gas phase in a non-equilibrium geometry, with ωB97M-V/def2-TZVPD.

Values from the calculation:
HOMO: -10.28 eV
ΔE to the lowest compared entry with this formula, charge and spin: 42.3 kcal/mol
LUMO level: 0.03181 Ha

ORCA input file:
```
! RIJCOSX wB97M-V def2-TZVPD def2/J DEFGRID3
* xyz 0 1
C -1.34 -0.52 2.18
O -0.87 -0.86 0.89
C -0.29 0.28 0.31
C 0.88 0.04 -0.67
C 0.65 -0.62 -2.04
C 1.33 1.44 -0.88
N 1.49 2.58 -0.99
H -2.20 -1.15 2.44
H -1.68 0.52 2.23
H -0.55 -0.66 2.93
H 0.15 0.90 1.09
H -1.06 0.92 -0.15
H 1.64 -0.53 -0.14
H 1.55 -0.48 -2.65
H 0.46 -1.70 -1.96
H -0.16 -0.14 -2.59
*
```

Here is what Löwdin gives for the atomic charges, in e:
1. C -0.106
2. O -0.164
3. C -0.240
4. C -0.310
5. C -0.054
6. C -0.215
7. N 0.161
8. H 0.088
9. H 0.090
10. H 0.093
11. H 0.115
12. H 0.140
13. H 0.148
14. H 0.082
15. H 0.084
16. H 0.086

---

# 5
Computed, not measured: a molecular structure, C2H10O2Si2 in a non-equilibrium geometry, with ωB97M-V/def2-TZVPD.

Values from the calculation:
HOMO: -10.42 eV
ΔE to the lowest compared entry with this formula, charge and spin: 22.9 kcal/mol
LUMO level: 0.02600 Ha

ORCA input file:
```
! RIJCOSX wB97M-V def2-TZVPD def2/J DEFGRID3
* xyz 0 1
C -2.79 0.59 -0.21
C 2.31 -0.74 0.80
O 0.00 1.12 0.35
O -0.61 -1.13 -0.99
Si -1.11 -0.22 0.20
Si 1.52 0.73 -0.15
H -2.54 1.44 -0.81
H -3.45 -0.07 -0.74
H -2.99 0.88 0.77
H 3.35 -0.55 1.20
H 1.60 -1.08 1.57
H 2.53 -1.56 0.11
H 2.29 2.04 0.20
H -0.85 -0.85 -1.86
H -0.76 -1.13 1.28
H 1.50 0.52 -1.71
*
```

Here is what Löwdin gives for the atomic charges, in e:
1. C -0.132
2. C -0.243
3. O -0.413
4. O -0.179
5. Si 0.358
6. Si 0.452
7. H 0.029
8. H 0.035
9. H -0.006
10. H 0.035
11. H 0.006
12. H 0.020
13. H -0.025
14. H 0.064
15. H 0.016
16. H -0.015

---

# 6
Computed, not measured: a gas-phase ion, C7H10N3OS (charge +1), with ωB97M-V/def2-TZVPD.

Values from the calculation:
HOMO: -13.15 eV
ΔE to the lowest compared entry with this formula, charge and spin: 44.4 kcal/mol
LUMO level: -0.16339 Ha

ORCA input file:
```
! RIJCOSX wB97M-V def2-TZVPD def2/J DEFGRID3
* xyz 1 1
C 1.60 -1.31 0.49
C 0.86 -0.20 0.03
C -0.55 -0.26 -0.04
C 1.61 0.95 -0.28
C -2.61 1.14 0.33
C -1.48 1.93 0.88
C -0.42 -3.04 -0.68
N 2.25 -2.17 0.89
N 2.92 1.00 -0.07
N -1.27 0.88 -0.08
O 1.11 2.03 -0.84
S -1.51 -1.69 -0.17
H -3.10 0.41 0.96
H -3.25 1.59 -0.42
H -1.31 2.94 0.54
H -1.16 1.75 1.90
H -1.08 -3.79 -1.11
H 0.11 -3.45 0.17
H 0.28 -2.69 -1.44
H 3.42 0.23 0.35
H 3.43 1.82 -0.35
H 0.17 1.94 -1.07
*
```

Here is what Löwdin gives for the atomic charges, in e:
1. C -0.237
2. C -0.151
3. C -0.477
4. C -0.324
5. C -0.073
6. C -0.040
7. C -0.330
8. N 0.216
9. N 0.252
10. N -0.133
11. O 0.167
12. S 1.063
13. H 0.116
14. H 0.130
15. H 0.125
16. H 0.137
17. H 0.053
18. H 0.038
19. H 0.059
20. H 0.132
21. H 0.153
22. H 0.126

---

# 7
Computed, not measured: 2 unconnected molecules or ions with the total composition C5H14OS2 in a non-equilibrium geometry, with ωB97M-V/def2-TZVPD.

Values from the calculation:
HOMO (spin up / spin down): -14.78 / -14.09 eV
⟨S²⟩: 0.76
ΔE to the lowest compared entry with this formula, charge and spin: 32.3 kcal/mol
LUMO level (spin up / spin down): -0.15195 / -0.31089 Ha

ORCA input file:
```
! RIJCOSX wB97M-V def2-TZVPD def2/J DEFGRID3
* xyz 1 2
C 2.44 -0.66 -1.03
C 3.71 -0.16 -1.67
C 1.36 0.34 -1.18
S 0.79 0.67 0.52
S -1.18 1.33 0.57
C -2.18 -0.14 0.60
C -3.55 0.34 1.40
H 2.18 -1.58 -1.57
H 2.62 -0.99 -0.04
H 4.08 0.72 -1.30
H 4.52 -0.78 -1.42
H 3.64 -0.11 -2.85
H 0.55 -0.01 -1.78
H 1.83 1.25 -1.76
H -1.90 -1.01 1.21
H -2.42 -0.37 -0.45
H -4.18 -0.57 1.44
H -3.26 0.57 2.40
H -4.02 1.14 0.87
H -0.63 -2.83 -0.94
H -0.10 -2.63 0.48
O -0.92 -2.88 -0.05
*
```

Here is what Löwdin gives for the atomic charges, in e:
1. C -0.373
2. C -0.099
3. C -0.486
4. S 0.755
5. S 0.739
6. C -0.542
7. C -0.097
8. H 0.124
9. H 0.084
10. H 0.050
11. H 0.061
12. H 0.147
13. H 0.079
14. H 0.154
15. H 0.078
16. H 0.079
17. H 0.098
18. H 0.058
19. H 0.054
20. H 0.019
21. H 0.077
22. O -0.059

---

# 8
Computed, not measured: 2 unconnected molecules or ions with the total composition C2H2IN3 in a non-equilibrium geometry, with ωB97M-V/def2-TZVPD.

Values from the calculation:
HOMO (spin up / spin down): -9.88 / -9.56 eV
ΔE to the lowest compared entry with this formula, charge and spin: 77.3 kcal/mol
LUMO level (spin up / spin down): -0.04319 / -0.10056 Ha

ORCA input file:
```
! RIJCOSX wB97M-V def2-TZVPD def2/J DEFGRID3
* xyz 0 1
C -0.67 0.89 0.61
C -2.28 -0.10 -0.20
N -1.93 1.08 0.05
N -1.48 -1.11 0.19
N -0.49 -0.41 0.73
I -5.65 0.05 0.00
H -0.15 1.59 1.23
H 0.36 -0.79 1.02
*
```

Here is what Löwdin gives for the atomic charges, in e:
1. C -0.130
2. C -0.267
3. N 0.069
4. N 0.049
5. N -0.017
6. I 0.046
7. H 0.115
8. H 0.134